Here is a cluster of 7 separate species, C26H72N5O10 in total in a non-equilibrium geometry from OMol25. Energies are from ωB97M-V with the def2-TZVPD basis set.

```
! wB97M-V def2-TZVPD RIJCOSX def2/J DEFGRID3
* xyz 1 1
N 42.74 20.90 40.35
H 43.32 20.41 41.10
H 42.84 21.82 40.72
H 41.98 20.40 40.14
H 43.22 21.12 39.54
C 41.92 18.41 37.24
O 41.77 19.83 37.32
H 41.55 18.08 36.47
H 41.44 18.14 38.15
H 43.02 17.97 36.95
H 41.38 20.14 36.44
C 40.54 23.02 43.20
O 40.46 22.43 41.94
H 41.52 23.42 43.26
H 40.34 22.24 43.86
H 40.00 23.93 43.20
H 39.66 22.03 41.94
C 40.40 18.01 40.95
O 41.80 18.25 41.33
C 42.56 17.27 42.04
C 42.97 16.07 41.19
N 43.69 15.23 42.01
C 44.22 14.08 41.34
C 44.94 13.10 42.30
O 45.80 12.24 41.66
C 46.60 11.54 42.63
H 39.87 17.29 41.65
H 40.65 17.39 39.87
H 39.78 18.77 40.60
H 41.86 16.90 42.78
H 43.56 17.57 42.52
H 43.62 16.50 40.53
H 42.24 15.58 40.50
H 43.06 14.91 42.88
H 44.87 14.38 40.32
H 43.53 13.48 40.75
H 44.15 12.52 42.70
H 45.41 13.79 43.16
H 47.13 12.34 43.31
H 47.46 10.89 42.04
H 45.74 10.75 43.02
C 45.24 22.68 43.36
O 43.98 21.86 43.27
C 44.07 20.68 44.18
C 42.66 20.44 44.60
N 42.66 19.36 45.54
C 41.22 19.19 45.93
C 41.28 18.52 47.34
O 39.94 18.17 47.63
C 39.98 17.38 48.88
H 45.40 23.30 44.16
H 45.07 23.42 42.43
H 46.16 21.97 43.26
H 44.68 21.02 45.24
H 44.54 19.90 43.87
H 41.92 20.25 43.78
H 42.26 21.38 45.22
H 43.24 19.54 46.29
H 40.73 18.71 45.07
H 40.82 20.22 46.00
H 41.55 19.36 48.02
H 41.97 17.74 47.35
H 40.62 17.96 49.57
H 40.35 16.43 48.56
H 38.93 17.34 49.27
C 46.90 15.90 37.25
O 45.81 16.76 37.62
C 46.26 17.76 38.66
C 45.14 18.86 38.84
N 45.60 19.83 39.74
C 46.48 20.85 39.20
C 46.66 22.01 40.11
O 47.33 23.05 39.52
C 47.69 24.16 40.22
H 46.53 15.13 36.71
H 47.48 15.33 38.15
H 47.62 16.54 36.76
H 47.17 18.21 38.31
H 46.31 17.24 39.66
H 44.20 18.35 39.23
H 45.08 19.41 37.89
H 46.06 19.38 40.55
H 46.14 21.22 38.13
H 47.52 20.57 39.08
H 46.92 21.77 41.27
H 45.61 22.33 40.20
H 47.94 24.09 41.14
H 46.84 24.68 40.33
H 48.27 24.82 39.67
C 43.52 22.88 37.01
O 43.62 23.24 38.43
C 44.02 24.56 38.74
C 43.50 24.73 40.27
N 43.94 26.06 40.69
C 43.53 26.37 42.08
C 44.00 27.74 42.50
O 43.65 27.99 43.84
C 43.58 29.28 44.22
H 42.62 23.38 36.52
H 43.46 21.87 36.78
H 44.36 23.32 36.73
H 43.62 25.38 38.06
H 45.16 24.80 38.81
H 43.97 24.10 40.88
H 42.50 24.58 40.34
H 43.65 26.93 40.08
H 44.09 25.77 42.62
H 42.39 26.55 42.28
H 43.42 28.64 41.80
H 44.83 28.10 42.24
H 43.06 29.68 45.22
H 43.01 29.56 43.48
H 44.57 29.89 44.16
*
```

Output
HOMO energy	-11.06	eV
M	614.89	g mol⁻¹
relative energy (zero: lowest compared OMol25 entry of this formula, charge and spin)	58.10	kcal/mol
largest force on an atom	10.2	eV/Å
Kohn-Sham gap	9.279	eV

Here are the Löwdin charges for atoms 1 to 6, given in e: atom 1 (N): 0.38, atom 2 (H): 0.16, atom 3 (H): 0.10, atom 4 (H): 0.06, atom 5 (H): 0.07, atom 6 (C): -0.11

---

Here is the molecule C6H10 in a non-equilibrium geometry from OMol25. Energies are from ωB97M-V with the def2-TZVPD basis set.

```
! wB97M-V def2-TZVPD RIJCOSX def2/J DEFGRID3
* xyz 0 1
C 2.17 -1.61 0.86
C 1.54 -0.31 1.54
C 0.30 0.04 0.79
C -0.70 0.24 0.14
C -1.97 0.70 -0.42
C -1.76 1.20 -1.99
H 3.15 -1.76 1.40
H 2.40 -1.45 -0.29
H 1.48 -2.60 1.03
H 1.32 -0.49 2.70
H 2.34 0.61 1.46
H -2.47 1.59 0.24
H -2.74 -0.12 -0.36
H -2.64 1.78 -2.33
H -1.53 0.32 -2.75
H -0.89 1.88 -2.02
*
```

Output
SMILES	CCC#CCC
HOMO energy	-9.29	eV
M	82.15	g mol⁻¹
relative energy (zero: lowest compared OMol25 entry of this formula, charge and spin)	64.94	kcal/mol
largest force on an atom	3.1	eV/Å
Kohn-Sham gap	10.354	eV

Here are the Löwdin charges for atoms 1 to 6, given in e: atom 1 (C): -0.16, atom 2 (C): -0.29, atom 3 (C): -0.08, atom 4 (C): -0.10, atom 5 (C): -0.25, atom 6 (C): -0.11

---

Here is the molecule C24H31N3O3 in a non-equilibrium geometry from OMol25. Energies are from ωB97M-V with the def2-TZVPD basis set.

```
! wB97M-V def2-TZVPD RIJCOSX def2/J DEFGRID3
* xyz 0 1
C -0.68 -2.92 1.78
C -1.77 -2.97 0.76
C -2.56 -4.10 0.63
C -3.59 -4.15 -0.28
C -3.84 -3.06 -1.09
C -3.06 -1.91 -1.01
C -3.34 -0.75 -1.91
C -2.02 -1.87 -0.07
N -1.20 -0.72 0.03
C -1.64 0.52 0.34
O -2.79 0.77 0.64
C -0.55 1.61 0.22
N 0.71 1.04 0.73
C 1.94 1.70 0.32
C 3.13 1.16 1.13
N 2.85 -0.21 1.49
C 3.01 -1.28 0.67
O 2.42 -2.34 0.86
C 3.97 -1.23 -0.45
C 4.12 -2.21 -1.40
C 5.16 -1.78 -2.25
C 5.57 -0.57 -1.76
O 4.86 -0.23 -0.68
C 1.79 -0.27 2.48
C 0.71 0.78 2.16
C -0.95 2.89 0.99
C -2.13 3.64 0.38
C -1.90 3.93 -1.10
C -1.67 2.62 -1.83
C -0.42 1.94 -1.28
H -0.71 -3.80 2.41
H 0.30 -2.88 1.30
H -0.80 -2.04 2.41
H -2.36 -4.95 1.27
H -4.20 -5.04 -0.37
H -4.64 -3.09 -1.81
H -3.82 0.04 -1.35
H -2.42 -0.36 -2.34
H -4.00 -1.06 -2.72
H -0.20 -0.86 0.03
H 1.90 2.80 0.44
H 2.11 1.48 -0.74
H 4.05 1.25 0.56
H 3.25 1.72 2.07
H 3.56 -3.11 -1.46
H 5.55 -2.29 -3.11
H 6.33 0.11 -2.08
H 1.39 -1.28 2.47
H 2.23 -0.07 3.47
H 0.90 1.70 2.74
H -0.27 0.41 2.45
H -0.08 3.56 1.02
H -1.21 2.63 2.02
H -3.03 3.03 0.49
H -2.28 4.57 0.93
H -2.77 4.44 -1.52
H -1.04 4.59 -1.23
H -2.54 1.98 -1.71
H -1.53 2.80 -2.90
H -0.20 1.02 -1.82
H 0.42 2.62 -1.43
*
```

Output
SMILES	Cc1cccc(C)c1NC(=O)C1(N2CCN(C(=O)c3ccco3)CC2)CCCCC1
HOMO energy	-8.48	eV
M	409.53	g mol⁻¹
relative energy (zero: lowest compared OMol25 entry of this formula, charge and spin)	24.02	kcal/mol
largest force on an atom	1.4	eV/Å
Kohn-Sham gap	9.077	eV

Here are the Löwdin charges for atoms 1 to 6, given in e: atom 1 (C): -0.03, atom 2 (C): -0.20, atom 3 (C): -0.05, atom 4 (C): -0.08, atom 5 (C): -0.05, atom 6 (C): -0.20

---

Question: The lowest Kohn-Sham gap belongs to which entry?
Answer: C24H31N3O3

---

Question: Which of these has the highest HOMO energy?
Answer: C24H31N3O3

---

Question: Among the records above, which one has the highest HOMO energy?
Answer: C24H31N3O3

---

Question: The lowest Kohn-Sham gap belongs to which entry?
Answer: C24H31N3O3